This record from the OMol25 dataset describes 2 unconnected molecules or ions with the total composition C8H12ClN4O2 at a distorted geometry. The level of theory is ωB97M-V/def2-TZVPD.

- E_HOMO (eV) = -11.616
- electronic energy (eV) = -31056.362
- LUMO (eV) = -4.07
- total charge = +1

Geometry as XYZ:
```
27
C8H12ClN4O2 | the OMol25 dataset | ωB97M-V/def2-TZVPD
C 0.674 -1.682 1.923
C 1.447 -0.203 0.334
C 1.888 -1.702 2.637
C 2.723 -0.263 0.889
C 0.382 -0.929 0.843
C 2.960 -1.078 1.987
C -1.521 0.377 -0.192
C -1.887 -1.870 0.501
N -1.048 1.537 -0.403
N 0.285 1.803 -3.440
N -1.893 2.459 -0.971
N -1.005 -0.684 0.513
O 0.124 0.608 -3.253
O -0.453 2.704 -3.222
Cl 4.513 -0.992 2.826
H -0.017 -2.352 2.447
H 1.391 0.292 -0.638
H 2.051 -2.218 3.600
H 3.528 0.108 0.330
H -2.649 0.149 -0.545
H -2.193 -1.956 1.598
H -2.662 -1.634 -0.343
H -1.341 -2.764 0.257
H 1.136 2.081 -4.104
H -1.507 2.649 -1.912
H -2.893 2.199 -1.064
H -2.030 3.363 -0.598
```